Here is a 12-piece molecular cluster, C39H103NO33S11 overall at a distorted geometry from the OMol25 dataset. Energies are from ωB97M-V/def2-TZVPD.

Geometry as XYZ:
```
187
Properties=species:S:1:pos:R:3:forces:R:3
C -1.5004 -6.2806 -18.1608 0.1232 0.1828 -0.1257
C -1.9120 -7.4422 -19.0448 -0.2027 0.4222 0.2738
N -1.8272 -7.1150 -20.4743 0.0240 -0.4279 0.3955
C -1.9658 -8.3690 -21.2115 -0.4116 -0.4229 0.1883
C -1.6917 -8.2103 -22.6873 0.3499 0.8844 -0.0087
C -2.9316 -6.1917 -20.8175 0.1403 -0.0592 0.1022
C -2.3734 -4.9230 -21.3979 0.7822 0.6573 -1.1682
H -1.3471 -6.5621 -17.1204 -0.0696 -0.1663 -0.0326
H -2.2714 -5.5072 -18.1544 0.1725 0.1534 -0.1040
H -0.5608 -5.8808 -18.5527 -0.0622 0.2053 0.1018
H -1.2689 -8.2961 -18.8217 -0.1205 -0.1241 -0.1393
H -2.9671 -7.6829 -18.8312 0.1598 -0.4378 0.2216
H -1.2694 -9.1140 -20.8143 0.1428 0.2157 0.0793
H -2.9591 -8.7899 -20.9776 -0.0569 -0.0636 -0.4274
H -1.8214 -9.1253 -23.2523 0.0082 -0.1870 -0.0611
H -2.2814 -7.4139 -23.1494 -0.3232 -0.1823 0.0384
H -0.6644 -7.8353 -22.7715 0.0641 -0.3460 -0.1874
H -3.5103 -5.9575 -19.9203 0.0577 -0.0046 0.0363
H -3.6301 -6.7097 -21.4830 -0.0036 0.2324 -0.1693
H -1.5381 -4.5479 -20.8028 -0.2930 0.0883 0.3557
H -3.0680 -4.1130 -21.6292 -0.3164 -0.1221 0.5397
H -1.9032 -5.0872 -22.3764 -0.0410 -0.4362 0.0890
O -4.8793 -6.9272 -16.0878 -0.0700 0.0773 -0.1763
S -4.0403 -7.9593 -15.5604 -0.7758 -0.8532 0.0404
O -2.6592 -7.7384 -15.3225 0.4927 0.2248 0.0074
O -4.6271 -8.4405 -14.1660 0.1388 0.0378 0.1433
C -6.0348 -8.7373 -14.0653 -0.2526 -0.1212 -0.0895
C -6.2238 -9.8770 -13.0905 -0.0263 0.1148 0.0871
C -4.2015 -9.4625 -16.5125 0.4779 0.5325 0.3913
H -6.4266 -8.9906 -15.0527 -0.0459 0.0842 0.0463
H -6.5562 -7.8506 -13.7035 0.0921 0.0682 -0.1106
H -7.2886 -10.0782 -12.9626 -0.0136 0.0975 -0.0011
H -5.8137 -9.5802 -12.1254 0.0295 -0.1867 0.0220
H -5.7602 -10.8040 -13.4258 0.1585 0.0944 -0.0242
H -3.7242 -9.2699 -17.4679 -0.1302 -0.1255 -0.1213
H -5.2353 -9.7670 -16.6252 -0.0409 0.0917 -0.1176
H -3.6325 -10.1933 -15.9429 -0.0124 -0.1420 -0.1332
O -4.8574 -10.9780 -21.4477 0.3024 0.1416 -0.1083
S -5.1014 -10.8914 -20.0396 -1.4623 -0.1742 0.1340
O -4.1586 -11.3911 -19.0961 0.5973 0.2516 0.0892
O -5.4093 -9.4012 -19.6204 0.3005 -0.2490 0.3248
C -6.5212 -8.6669 -20.2292 1.2795 0.6669 -0.3033
C -6.4771 -7.2974 -19.6035 -0.6171 0.1445 0.6983
C -6.6527 -11.6961 -19.7040 0.5613 0.1272 -0.7658
H -7.4402 -9.2218 -20.0753 -0.0900 0.1405 -0.0836
H -6.2629 -8.5539 -21.2815 -0.4321 -0.3855 -0.0875
H -5.5647 -6.7394 -19.7910 0.1407 -0.2747 -0.2928
H -6.5783 -7.3494 -18.5155 -0.0876 -0.0652 -0.0323
H -7.2971 -6.6932 -19.9932 -0.0173 -0.0468 -0.0124
H -6.9787 -11.4142 -18.7099 -0.0791 -0.2046 0.0876
H -6.4064 -12.7498 -19.8210 -0.2007 -0.0930 0.3129
H -7.3433 -11.4075 -20.4955 -0.1369 0.0405 0.1820
O 2.9412 -7.3043 -19.1193 -0.2024 0.2996 0.4088
S 2.8546 -7.2865 -20.5429 0.0249 -0.4196 -1.0296
O 4.0207 -7.1198 -21.3424 0.1790 -0.0038 -0.0049
O 2.1926 -8.6696 -21.0236 -0.2642 0.1566 -0.0708
C 1.6228 -9.5361 -20.0144 0.8858 0.0554 1.4016
C 2.7415 -10.2970 -19.2939 -0.2821 0.3576 -0.7358
C 1.6636 -6.0895 -21.0526 -0.6853 -0.4467 0.2879
H 0.9558 -10.2651 -20.4569 -0.1594 0.2969 -0.6243
H 1.0857 -8.9366 -19.2764 -0.2409 0.0444 -0.2402
H 3.4023 -9.6224 -18.7584 -0.0995 0.0246 0.1326
H 3.3256 -10.7667 -20.0882 0.0390 -0.4251 0.3264
H 2.2853 -11.0079 -18.6059 0.2161 -0.2046 -0.0756
H 1.9429 -5.1652 -20.5535 -0.1433 0.0675 -0.0070
H 0.6866 -6.4737 -20.7373 -0.0080 0.3482 0.2805
H 1.5918 -5.9664 -22.1296 0.5026 -0.1185 -0.0643
O -0.8255 -2.7524 -27.7955 -0.1593 0.1252 -0.3766
S -0.9229 -2.0527 -26.5553 1.6555 -0.4020 0.1783
O -2.1081 -1.3617 -26.1870 -0.1988 -0.2010 0.3425
O -0.5773 -3.1200 -25.4167 -0.4510 0.5914 0.6595
C 0.6909 -3.8286 -25.4569 -0.6788 -0.2872 -0.6353
C 0.4035 -5.2808 -25.1594 0.1516 -0.0527 0.5399
C 0.5077 -0.9971 -26.3802 -0.9540 0.4332 -0.6914
H 1.3647 -3.4202 -24.7037 -0.0758 0.2512 -0.0905
H 1.0774 -3.6843 -26.4659 0.3287 -0.2595 0.1121
H 1.3545 -5.8168 -25.1239 -0.0950 -0.1332 -0.1349
H -0.2868 -5.7546 -25.8534 0.1483 0.1326 -0.2581
H -0.0487 -5.3674 -24.1670 0.0310 0.0429 0.0000
H 0.4929 -0.5517 -25.3907 0.2722 -0.2511 0.1532
H 0.3871 -0.1922 -27.1056 -0.0194 -0.0410 -0.0556
H 1.3740 -1.5827 -26.6614 0.2011 0.0793 0.3268
O 2.8888 -6.8083 -15.3295 0.5472 -0.1615 0.0883
S 1.5276 -7.1085 -15.0354 -0.4452 0.2432 -1.1751
O 1.1106 -7.5691 -13.7616 -0.1198 0.0067 0.4120
O 0.6831 -5.7725 -15.3506 0.0069 -0.8875 0.1548
C 1.2303 -4.8309 -16.3009 0.0367 0.2812 -0.1971
C 2.1430 -3.8480 -15.5914 0.0893 0.0510 -0.2789
C 0.8968 -8.2592 -16.2682 -0.4236 0.6259 0.7585
H 0.3608 -4.3326 -16.7318 -0.0583 -0.0326 0.1884
H 1.7241 -5.3551 -17.1245 0.1198 -0.0631 0.1772
H 1.7096 -3.5997 -14.6233 0.0694 0.0191 0.0302
H 2.2530 -2.9237 -16.1627 -0.1244 -0.0464 -0.0678
H 3.1385 -4.2666 -15.4644 -0.0557 -0.0732 0.2040
H 1.0759 -7.8455 -17.2569 0.1133 -0.0894 -0.0405
H -0.1664 -8.3247 -16.0312 -0.0478 -0.0090 -0.2286
H 1.3405 -9.2380 -16.1112 0.3099 0.1122 -0.0323
O -3.1779 -0.1253 -17.1498 0.5815 -0.0235 0.0994
S -4.4171 -0.4650 -17.7513 -0.6935 -0.2906 0.5379
O -4.8302 0.1465 -18.9741 -0.1164 0.0448 -0.2385
O -4.4168 -2.0458 -17.9311 0.4255 0.3776 -0.2427
C -5.3770 -2.6248 -18.8348 -0.7614 -0.6310 0.6941
C -5.5622 -4.0612 -18.3900 -0.1087 -0.0064 -0.6188
C -5.6951 -0.3088 -16.5212 -0.0205 0.1485 -1.1315
H -5.0706 -2.5360 -19.8749 0.2525 0.0744 0.0722
H -6.3547 -2.1466 -18.7228 0.1919 0.3567 -0.1080
H -5.9918 -4.1527 -17.3937 0.1780 0.1911 0.1053
H -4.6207 -4.6094 -18.4267 -0.0517 -0.0827 0.0388
H -6.2756 -4.4908 -19.0952 0.1485 -0.2523 0.0227
H -6.5746 -0.7789 -16.9608 -0.0463 -0.1477 0.2463
H -5.9153 0.7537 -16.4536 0.1650 0.0294 0.4012
H -5.3603 -0.7948 -15.6120 -0.1298 0.1451 0.1724
O -6.7193 -4.7312 -21.5172 0.2044 -0.1172 0.1764
S -6.4963 -4.1209 -22.7846 0.3945 -0.6331 -0.9862
O -6.5397 -2.7028 -22.9257 -0.2932 0.3845 0.1111
O -5.0777 -4.6113 -23.3235 -0.5407 -0.2401 0.1282
C -4.5245 -3.8350 -24.4232 0.6482 -0.0272 -0.0805
C -3.2582 -4.5352 -24.8845 -0.0846 0.6753 -0.0497
C -7.5485 -4.9075 -23.9805 0.0887 0.1500 0.3471
H -4.3365 -2.8599 -23.9794 0.1587 0.1736 -0.4823
H -5.1782 -3.7325 -25.2924 -0.5472 -0.1038 0.4496
H -3.0371 -4.2510 -25.9140 -0.0633 0.1029 0.0226
H -3.3677 -5.6149 -24.8801 0.0199 -0.1461 0.2699
H -2.4359 -4.1703 -24.2803 0.2022 -0.4950 0.0464
H -8.5576 -4.7951 -23.5916 -0.1223 0.0629 -0.3078
H -7.2862 -5.9602 -24.0531 0.0221 -0.0135 0.2330
H -7.3857 -4.4375 -24.9456 -0.2536 0.1624 0.0063
O -7.9094 -10.2383 -22.3830 0.1203 0.3434 0.0016
S -7.9154 -10.7589 -23.7205 0.0999 -1.1471 -0.1065
O -9.1585 -10.9947 -24.3694 -0.2904 0.3596 -0.2807
O -7.0803 -9.8345 -24.6915 -0.1244 -0.3645 0.2042
C -5.7819 -9.3729 -24.2892 0.1969 1.7047 0.0624
C -5.3460 -8.3841 -25.3377 1.0916 0.5085 -0.6560
C -7.0170 -12.2927 -23.7297 -0.0750 0.3495 -0.1210
H -5.0199 -10.1287 -24.1127 -0.4240 -0.5021 -0.2012
H -5.8740 -8.7657 -23.3838 -0.1838 -0.4761 0.2538
H -5.2800 -8.7507 -26.3632 -0.3122 -0.3474 0.1451
H -4.3177 -8.0816 -25.1201 0.0563 -0.0910 0.1952
H -5.9032 -7.4454 -25.3533 -0.3765 -0.2535 0.1471
H -7.7663 -13.0709 -23.6116 0.0190 -0.0015 0.3213
H -6.2865 -12.2413 -22.9279 0.0943 -0.2328 -0.0322
H -6.5448 -12.4322 -24.6977 0.0909 0.1321 0.0171
O -4.7387 -4.0422 -12.2252 0.0646 0.1983 0.5440
S -5.3212 -3.4389 -13.3758 -0.4278 -0.4839 -0.7877
O -5.7025 -2.0583 -13.3888 0.1341 0.2919 0.2154
O -4.3886 -3.7258 -14.6149 -0.0670 0.0771 -0.1965
C -3.1791 -2.9249 -14.7323 -0.4107 0.6880 0.0418
C -2.1643 -3.6756 -15.5370 0.5880 0.0796 -0.2379
C -6.7134 -4.4155 -13.8831 0.3561 0.1284 0.3083
H -2.8484 -2.5875 -13.7458 0.2147 -0.7122 0.1198
H -3.4161 -1.9714 -15.2126 -0.2275 -0.2353 -0.2991
H -2.3760 -3.7080 -16.6072 -0.3557 0.2860 0.0622
H -1.9992 -4.7144 -15.2516 0.0126 0.1353 0.4885
H -1.2475 -3.0894 -15.4208 0.1764 -0.3096 -0.0778
H -7.0774 -4.0570 -14.8398 0.0693 -0.1096 -0.0958
H -7.4767 -4.2840 -13.1197 0.0236 0.0370 0.0632
H -6.3668 -5.4447 -13.8949 -0.1095 -0.0526 -0.2607
O -4.9880 3.1137 -22.6822 0.0074 0.3192 0.6099
S -4.7763 1.8460 -23.2742 0.2183 -1.2590 -1.1314
O -4.8326 1.7197 -24.7014 -0.1228 -0.0122 -0.0327
O -3.3510 1.3241 -22.8036 -0.1012 0.4184 0.4109
C -2.7408 0.1846 -23.4359 -0.1143 -0.4303 0.0785
C -2.1988 -0.7299 -22.3618 0.5802 -0.0290 0.3325
C -5.8077 0.5963 -22.5516 0.2790 0.6744 0.5512
H -1.9501 0.5718 -24.0769 -0.0391 -0.0929 -0.0494
H -3.4429 -0.3788 -24.0539 -0.0962 0.3860 -0.1411
H -2.9555 -1.2086 -21.7370 -0.2374 0.1452 -0.1974
H -1.5452 -0.1817 -21.6797 -0.0080 0.0340 -0.0571
H -1.5969 -1.5229 -22.8167 -0.0762 0.0291 -0.0888
H -5.5424 -0.3840 -22.9330 -0.0886 0.0176 -0.1931
H -6.8412 0.8645 -22.7499 -0.0397 -0.1296 -0.0763
H -5.5899 0.6507 -21.4834 -0.2005 -0.1153 0.0315
O -4.4597 -12.3424 -25.6935 -0.0479 -0.2751 0.2251
S -3.1542 -11.9138 -26.0619 0.4192 0.1616 -0.5076
O -2.8933 -10.5193 -26.2219 0.0473 0.3736 -0.0160
O -2.1436 -12.4921 -24.9925 -0.4267 -0.0719 -0.1903
C -0.7597 -12.1075 -25.1365 0.5400 0.3468 -0.5203
C -0.0677 -12.6026 -23.9055 0.0725 -0.9877 0.3071
C -2.6688 -12.7378 -27.5525 -0.1344 -0.6184 0.0961
H -0.6726 -11.0334 -25.3033 -0.2524 0.0900 0.3899
H -0.3616 -12.5498 -26.0541 0.0350 -0.2908 0.1706
H -0.6109 -12.2759 -23.0197 0.2293 0.2008 0.0533
H 0.9960 -12.3819 -23.8457 -0.0915 0.5567 -0.1077
H -0.0894 -13.6970 -23.8974 -0.2265 0.0389 0.0142
H -1.6135 -12.6082 -27.7715 -0.0361 0.3495 0.0075
H -3.2928 -12.3680 -28.3612 0.0284 0.1588 0.0262
H -2.8477 -13.8050 -27.4263 -0.1302 0.0296 0.0788
```
Positions in Å, forces in eV/Å.

## Properties
Gap between HOMO and LUMO: 9.10 eV
SMILES string: CCOS(C)(=O)=O.CCOS(C)(=O)=O.CCOS(C)(=O)=O.CCOS(C)(=O)=O.CCOS(C)(=O)=O.CCOS(C)(=O)=O.CCOS(C)(=O)=O.CCOS(C)(=O)=O.CCOS(C)(=O)=O.CCOS(C)(=O)=O.CCOS(C)(=O)=O.CCN(CC)CC
E_HOMO: -9.2056 eV